# 1
Density functional theory data (ωB97M-V/def2-TZVPD) for a structure of composition C23H33N5P2S4Zn.

Geometry (Å):
1 Zn -0.059 -1.252 -1.494
2 S -1.223 0.572 -2.173
3 S -2.726 -0.631 -2.995
4 S -1.686 -1.797 -4.303
5 S -0.469 -2.941 -3.050
6 C 2.953 2.136 3.958
7 P 2.112 1.122 2.676
8 C 3.294 -0.279 2.553
9 C 0.759 0.381 3.690
10 C 1.047 -0.169 4.938
11 C 0.051 -0.682 5.754
12 C -1.266 -0.626 5.321
13 C -1.564 -0.086 4.080
14 C -0.567 0.410 3.237
15 P -0.936 0.849 1.479
16 C -0.926 2.687 1.505
17 C -2.736 0.554 1.372
18 H 3.246 1.569 4.843
19 H 2.283 2.939 4.269
20 H 3.845 2.591 3.525
21 H 3.471 -0.800 3.496
22 H 4.250 0.112 2.196
23 H 2.938 -0.999 1.813
24 H 2.073 -0.192 5.287
25 H 0.300 -1.107 6.718
26 H -2.063 -1.008 5.947
27 H -2.597 -0.071 3.760
28 H -1.502 3.097 2.336
29 H -1.360 3.036 0.565
30 H 0.099 3.051 1.563
31 H -3.325 1.167 2.057
32 H -2.967 -0.499 1.540
33 H -3.021 0.792 0.346
34 C 3.795 2.322 -1.594
35 C 2.419 2.399 -0.964
36 N 1.844 1.073 -0.913
37 C 2.521 -0.094 -0.921
38 N 1.831 -1.217 -0.874
39 C 2.564 -2.476 -0.806
40 C 3.845 -2.398 -1.611
41 C 4.677 -1.255 -1.073
42 N 3.876 -0.040 -0.986
43 C 4.576 1.233 -0.886
44 H 4.309 3.279 -1.502
45 H 3.713 2.080 -2.655
46 H 1.750 3.040 -1.537
47 H 2.496 2.812 0.049
48 H 0.847 0.990 -0.770
49 H 1.916 -3.266 -1.186
50 H 2.798 -2.728 0.238
51 H 3.593 -2.221 -2.659
52 H 4.410 -3.329 -1.551
53 H 5.525 -1.043 -1.728
54 H 5.084 -1.507 -0.085
55 H 5.559 1.095 -1.337
56 H 4.737 1.504 0.166
57 N -4.724 -5.035 0.958
58 C -3.743 -4.447 1.061
59 C -2.507 -3.724 1.202
60 C -1.840 -3.702 2.423
61 C -0.662 -2.985 2.522
62 C -0.205 -2.315 1.400
63 N -0.847 -2.336 0.232
64 C -1.975 -3.033 0.118
65 H -2.248 -4.235 3.271
66 H -0.116 -2.918 3.452
67 H 0.692 -1.709 1.428
68 H -2.443 -3.026 -0.859

Computed properties:
total charge: 0
calculated total energy: -142177.4428 eV
gap between HOMO and LUMO: 6.58 eV
E_LUMO: -0.2 eV



# 2
Density functional theory data (ωB97M-V/def2-TZVPD) for an isolated molecule of C7H15NO3S.

Geometry (Å):
1 N 3.041 0.384 -0.745
2 C 2.365 -0.037 0.488
3 C 1.618 -1.373 0.305
4 C 0.156 -1.359 0.766
5 C -0.831 -1.147 -0.382
6 C -0.587 0.007 -1.350
7 C -0.957 1.415 -0.826
8 C -1.499 1.418 0.601
9 S -2.789 0.215 0.796
10 O -3.893 0.629 -0.010
11 O -2.969 -0.060 2.187
12 O -2.195 -1.093 0.117
13 H 2.389 0.848 -1.367
14 H 3.764 1.063 -0.539
15 H 1.667 0.725 0.863
16 H 3.134 -0.152 1.252
17 H 1.691 -1.650 -0.749
18 H 2.141 -2.153 0.859
19 H -0.104 -2.312 1.229
20 H 0.005 -0.613 1.545
21 H -0.822 -2.067 -0.967
22 H 0.455 -0.033 -1.673
23 H -1.185 -0.190 -2.240
24 H -1.726 1.844 -1.466
25 H -0.102 2.091 -0.879
26 H -0.745 1.248 1.360
27 H -2.021 2.351 0.827

Computed properties:
SMILES: NCCC[C@@H]1CCCS(=O)(=O)O1
total charge: 0
calculated total energy: -25969.5470 eV
gap between HOMO and LUMO: 10.49 eV
E_LUMO: 0.6 eV



# 3
Density functional theory data (ωB97M-V/def2-TZVPD) for a cluster of 11 separate species, C33H78O37P4 in total.

Geometry (Å):
1 C 15.540 -20.724 12.010
2 O 16.511 -19.677 11.902
3 P 16.496 -18.390 12.831
4 O 15.193 -17.883 13.289
5 O 17.473 -18.646 14.033
6 C 17.022 -19.241 15.235
7 O 17.368 -17.391 11.950
8 C 16.834 -16.583 10.915
9 H 15.990 -21.652 11.669
10 H 14.698 -20.561 11.330
11 H 15.088 -20.682 13.001
12 H 16.173 -19.911 15.072
13 H 16.622 -18.468 15.893
14 H 17.806 -19.791 15.748
15 H 17.237 -16.827 9.937
16 H 16.997 -15.532 11.163
17 H 15.740 -16.612 10.888
18 C 20.566 -17.245 14.222
19 O 20.110 -16.331 13.213
20 P 19.221 -15.070 13.623
21 O 18.867 -14.170 12.513
22 O 20.079 -14.369 14.806
23 C 21.225 -13.640 14.392
24 O 18.026 -15.749 14.475
25 C 17.017 -14.970 15.087
26 H 20.507 -16.873 15.246
27 H 21.634 -17.348 14.027
28 H 20.067 -18.202 14.103
29 H 21.353 -13.569 13.311
30 H 22.138 -14.085 14.798
31 H 21.234 -12.618 14.773
32 H 16.116 -15.584 15.171
33 H 16.760 -14.079 14.513
34 H 17.249 -14.744 16.129
35 C 16.070 -11.069 21.871
36 O 16.630 -11.448 20.622
37 P 18.190 -11.326 20.350
38 O 18.645 -9.922 20.343
39 O 18.451 -12.246 19.088
40 C 17.722 -11.942 17.909
41 O 18.865 -12.186 21.545
42 C 19.588 -11.597 22.614
43 H 15.822 -10.008 21.854
44 H 16.665 -11.326 22.747
45 H 15.145 -11.646 21.936
46 H 18.429 -11.875 17.083
47 H 17.120 -11.028 17.863
48 H 16.952 -12.663 17.616
49 H 19.736 -10.535 22.429
50 H 20.507 -12.142 22.823
51 H 19.017 -11.718 23.540
52 C 11.602 -14.060 16.589
53 O 12.188 -12.833 17.024
54 P 13.756 -12.747 17.328
55 O 14.539 -13.912 16.861
56 O 14.233 -11.451 16.522
57 C 13.985 -11.353 15.118
58 O 13.792 -12.383 18.870
59 C 13.495 -11.038 19.269
60 H 11.203 -14.666 17.406
61 H 12.302 -14.647 16.002
62 H 10.723 -13.862 15.981
63 H 13.546 -10.388 14.878
64 H 13.292 -12.151 14.839
65 H 14.898 -11.542 14.555
66 H 14.387 -10.601 19.705
67 H 12.656 -11.043 19.972
68 H 13.033 -10.463 18.465
69 C 22.809 -8.839 10.758
70 O 23.178 -10.162 10.390
71 C 23.401 -11.002 11.399
72 O 23.063 -10.861 12.543
73 O 24.094 -12.027 10.922
74 C 24.752 -12.864 11.854
75 H 23.512 -8.375 11.447
76 H 21.828 -8.846 11.235
77 H 22.722 -8.225 9.867
78 H 25.467 -12.337 12.495
79 H 25.384 -13.558 11.307
80 H 23.998 -13.280 12.521
81 C 20.202 -18.746 10.698
82 O 19.367 -19.789 10.180
83 C 19.112 -20.865 10.902
84 O 18.701 -21.896 10.468
85 O 19.373 -20.608 12.204
86 C 19.279 -21.714 13.101
87 H 21.187 -19.138 10.940
88 H 19.714 -18.322 11.576
89 H 20.257 -17.892 10.026
90 H 19.094 -21.325 14.098
91 H 20.146 -22.376 13.122
92 H 18.461 -22.343 12.746
93 C 13.624 -15.075 12.692
94 O 12.576 -14.420 13.387
95 C 11.428 -14.272 12.780
96 O 11.193 -14.507 11.611
97 O 10.453 -13.958 13.638
98 C 9.089 -14.059 13.212
99 H 14.600 -14.611 12.812
100 H 13.475 -15.072 11.610
101 H 13.749 -16.143 12.878
102 H 8.522 -14.060 14.141
103 H 8.879 -14.975 12.669
104 H 8.859 -13.143 12.674
105 C 16.956 -16.581 18.645
106 O 17.941 -15.693 18.104
107 C 19.150 -16.131 17.861
108 O 19.557 -17.263 18.023
109 O 19.904 -15.108 17.466
110 C 21.298 -15.211 17.669
111 H 17.230 -16.717 19.694
112 H 17.020 -17.592 18.246
113 H 16.011 -16.076 18.489
114 H 21.762 -14.231 17.591
115 H 21.755 -15.867 16.927
116 H 21.544 -15.580 18.666
117 C 13.308 -17.508 15.895
118 O 11.927 -17.431 16.290
119 C 11.015 -17.914 15.489
120 O 11.204 -18.586 14.509
121 O 9.821 -17.523 15.933
122 C 8.665 -18.040 15.292
123 H 13.413 -16.799 15.078
124 H 13.600 -18.525 15.651
125 H 13.900 -17.154 16.735
126 H 7.869 -17.325 15.495
127 H 8.401 -19.034 15.644
128 H 8.822 -18.001 14.213
129 C 24.644 -18.563 12.545
130 O 24.205 -17.218 12.475
131 C 23.529 -16.794 11.420
132 O 23.494 -17.356 10.336
133 O 23.070 -15.588 11.660
134 C 22.128 -14.987 10.769
135 H 24.500 -18.901 13.568
136 H 25.690 -18.668 12.260
137 H 24.058 -19.216 11.900
138 H 22.217 -13.900 10.770
139 H 21.100 -15.182 11.066
140 H 22.348 -15.230 9.732
141 C 20.759 -19.837 16.683
142 O 21.197 -21.010 15.992
143 C 21.921 -20.884 14.875
144 O 22.073 -19.880 14.233
145 O 22.456 -22.065 14.606
146 C 23.513 -22.076 13.626
147 H 20.413 -19.066 16.007
148 H 21.424 -19.496 17.478
149 H 19.959 -20.250 17.304
150 H 23.303 -21.443 12.771
151 H 23.613 -23.148 13.484
152 H 24.472 -21.748 14.035

Computed properties:
SMILES: COP(=O)(OC)OC.COP(=O)(OC)OC.COP(=O)(OC)OC.COP(=O)(OC)OC.COC(=O)OC.COC(=O)OC.COC(=O)OC.COC(=O)OC.COC(=O)OC.COC(=O)OC.COC(=O)OC
total charge: 0
calculated total energy: -148407.0248 eV
gap between HOMO and LUMO: 10.92 eV
E_LUMO: 0.5 eV



Question: gap between HOMO and LUMO of number 3 (C33H78O37P4)?
Answer: 10.92 eV